Molecular formula: C22H50InNO4PS3
Method: DFT, ωB97M-V/def2-TZVPD

```
82
C22H50InNO4PS3, DFT ωB97M-V/def2-TZVPD
O 2.1731 -2.9887 4.7050
P 3.3596 -1.9706 4.4754
In 2.9527 -0.8627 2.2293
C 2.8524 1.4036 2.2983
C 2.2043 2.0869 0.9905
C 3.1063 2.0180 -0.3372
C 2.9154 0.7032 -1.2333
C 1.4780 0.5657 -1.9483
C 0.4432 -0.3191 -1.0978
C -0.7531 -0.9733 -1.9689
C -2.1508 -0.8542 -1.1849
C -2.8243 -2.2851 -0.8160
C -3.8962 -1.9819 0.3684
C -5.2141 -1.2073 -0.1666
C -6.1465 -0.7221 1.0776
N -6.6779 0.6503 0.8514
C -7.0307 1.4680 2.0094
C -7.5240 2.8876 1.6055
C -7.4405 2.8120 0.0433
C -6.9209 1.4126 -0.3543
H 4.5999 -2.7256 4.3461
H 3.4293 -1.0137 5.5490
H 1.3737 -1.4327 1.5472
H 4.1948 -1.2725 0.9731
H 3.8538 1.9018 2.5305
H 2.1514 1.6566 3.1902
H 2.0804 3.2149 1.2387
H 1.1457 1.6736 0.8810
H 4.2070 2.0156 0.0183
H 2.9582 3.0013 -0.9038
H 3.6958 0.7803 -2.0895
H 3.1365 -0.2808 -0.7009
H 1.6710 0.0127 -2.9584
H 1.0606 1.6008 -2.2627
H 1.0323 -1.1683 -0.6171
H -0.0597 0.3871 -0.3457
H -0.4984 -2.0923 -2.0700
H -0.8024 -0.5628 -3.0492
H -2.9273 -0.3066 -1.8419
H -2.0959 -0.2705 -0.1981
H -2.0278 -3.0366 -0.4477
H -3.4061 -2.6742 -1.7182
H -3.3850 -1.3804 1.2062
H -4.2077 -2.9806 0.8499
H -5.8209 -1.9150 -0.8418
H -4.8265 -0.2876 -0.7395
H -6.9337 -1.4966 1.3720
H -5.4262 -0.6488 1.9811
H -6.9437 1.0774 3.0834
H -7.8296 3.7275 2.3038
H -7.7102 3.6522 -0.6727
H -6.7047 1.0020 -1.3995
C 2.1028 -0.8214 -7.1337
S 1.3133 0.3808 -6.0422
O 0.4176 -0.3749 -5.1187
C 0.2720 1.1343 -7.3109
H 2.7783 -1.4365 -6.5377
H 1.3471 -1.4587 -7.5971
H 2.6749 -0.2977 -7.9020
H -0.3717 0.3774 -7.7633
H 0.9021 1.5963 -8.0734
H -0.3460 1.9011 -6.8407
C -2.7975 -4.6702 5.1539
S -1.7271 -3.4903 4.3013
O -2.2070 -3.3920 2.8877
C -0.2549 -4.5321 4.3043
H -3.7963 -4.2375 5.2312
H -2.8503 -5.6032 4.5892
H -2.4078 -4.8592 6.1559
H -0.4644 -5.4740 3.7917
H 0.0540 -4.7243 5.3330
H 0.5452 -4.0048 3.7818
C 8.3361 3.6495 0.4872
S 6.8655 3.9413 1.4940
O 6.0748 2.6768 1.5079
C 6.0616 5.0687 0.3347
H 8.9732 2.9329 1.0073
H 8.0495 3.2406 -0.4836
H 8.8807 4.5865 0.3544
H 5.9140 4.5726 -0.6265
H 6.6775 5.9612 0.2068
H 5.0923 5.3551 0.7466
```

LUMO energy, eV: 2.047
Multiplicity: 1
HOMO level, eV: -4.37
Kohn-Sham gap, hartree: 0.2358
Total charge: -1



Molecular formula: C22H50MnO3P2S
Method: DFT, ωB97M-V/def2-TZVPD

```
79
C22H50MnO3P2S, DFT ωB97M-V/def2-TZVPD
Mn -0.7694 0.3874 0.0208
C -1.0963 -1.3671 -0.1501
O -1.3266 -2.5193 -0.2476
C 0.9499 0.8488 0.1376
O 2.0614 1.2453 0.2336
P -0.4273 0.5003 -2.3508
C -1.6807 1.7449 -2.9393
H -1.4593 1.8888 -4.0094
C 1.1690 1.2296 -3.0218
H 1.4277 1.9535 -2.2302
C -0.8487 -0.9912 -3.3846
H -1.8143 -1.3158 -2.9511
C -0.9362 -1.7450 3.1422
P -0.5822 -0.0866 2.3688
H -2.0115 1.2289 3.8542
H -1.8695 -2.0362 2.6335
C 0.5926 0.6786 3.5940
H 0.0679 0.5136 4.5505
C 2.3043 0.2148 -3.1062
H 3.2570 0.7613 -3.0861
H 2.2777 -0.3490 -4.0497
H 2.3121 -0.4851 -2.2605
C 1.0463 1.9967 -4.3399
H 0.7398 1.3452 -5.1667
H 2.0386 2.3959 -4.5942
H 0.3567 2.8461 -4.2772
C -1.0887 -0.6757 -4.8686
H -1.7905 0.1477 -5.0454
H -1.5212 -1.5627 -5.3531
H -0.1480 -0.4589 -5.3868
C 0.1447 -2.1523 -3.2303
H -0.3826 -3.0720 -3.5218
H 0.5208 -2.2936 -2.2087
H 1.0061 -2.0394 -3.9024
C -3.0877 1.1501 -2.8333
H -3.2467 0.3527 -3.5765
H -3.8292 1.9367 -3.0133
H -3.3022 0.7229 -1.8435
C -1.4708 3.0989 -2.2494
H -1.7504 3.0808 -1.1850
H -2.0958 3.8558 -2.7464
H -0.4229 3.4297 -2.3238
C -1.2108 -1.6882 4.6528
H -1.9206 -0.8945 4.9211
H -0.2842 -1.5576 5.2301
H -1.6468 -2.6550 4.9527
C 0.1036 -2.8233 2.8195
H 1.0937 -2.6150 3.2467
C -2.0520 2.1953 1.9093
H 0.2052 -2.9932 1.7406
H -0.2460 -3.7672 3.2597
C -3.3754 0.1466 2.5667
H -1.7702 1.8569 0.8603
H -3.0377 2.6859 1.9059
H -1.3191 2.9487 2.2115
C -2.0869 0.9513 2.7859
H -4.2242 0.8289 2.4144
H -3.6008 -0.4963 3.4308
H -3.3203 -0.4976 1.6714
C 0.7945 2.1773 3.3867
H 1.1619 2.3729 2.3688
H 1.5597 2.5214 4.0969
H -0.1155 2.7519 3.5859
C 1.9502 -0.0174 3.6360
H 2.4563 0.0288 2.6599
H 1.9213 -1.0635 3.9585
H 2.5887 0.5208 4.3486
H -3.4341 1.3205 -0.0808
H -3.0760 1.9946 -0.2146
C 3.6591 -3.2386 1.3155
S 3.0342 -1.6403 0.7130
C 4.6106 -0.9178 0.2586
O 2.2355 -1.8814 -0.5415
H 4.3753 -3.6891 0.6153
H 2.7996 -3.8972 1.4622
H 4.1575 -3.0744 2.2781
H 5.3398 -1.0174 1.0706
H 4.9484 -1.4240 -0.6547
H 4.4113 0.1424 0.0763
```

LUMO energy (alpha / beta), eV: -16.054 / -16.333
Multiplicity: 4
HOMO level (alpha / beta), eV: -21.85 / -21.83
Kohn-Sham gap (alpha / beta), hartree: 0.2128 / 0.2021
Total charge: +4



Molecular formula: C22H50MoP2Si2
Method: DFT, ωB97M-V/def2-TZVPD

```
77
C22H50MoP2Si2, DFT ωB97M-V/def2-TZVPD
P -0.1248 1.1563 -2.3959
P 1.3963 -0.7796 -0.3620
C 1.7655 0.7417 -2.6213
C 1.9254 -0.6756 -2.1015
H 2.3216 1.5045 -2.1157
H 2.0221 0.7703 -3.6995
H 1.2702 -1.3692 -2.5930
H 2.9400 -1.1051 -2.2236
C 2.6056 0.5057 0.2704
H 2.0446 1.4343 0.6605
H 3.2670 0.8145 -0.5224
H 3.2622 0.1542 1.0840
C 1.6423 -2.4967 0.1427
H 2.6704 -2.6852 0.4848
H 1.4013 -3.1749 -0.6882
H 0.9230 -2.7528 0.9616
C -0.1927 2.7341 -3.4500
H -1.2264 3.0642 -3.6191
H 0.1921 2.6302 -4.4753
H 0.3606 3.5488 -2.9946
C -0.1987 0.2566 -4.1688
H 0.0820 -0.7932 -4.1613
H 0.5008 0.7636 -4.8619
H -1.1516 0.3312 -4.7049
Mo 0.1872 0.8657 0.4398
C -0.9321 -3.3548 -3.2980
C -0.7428 -3.4065 -2.0014
C -1.9336 1.7369 -1.5229
C -3.2477 1.3611 -2.2593
C -3.0627 0.4304 -3.3999
C -2.8781 -0.9086 -3.2773
C -2.7023 -1.8032 -4.4444
C -2.2224 -3.2572 -4.1365
C -1.4431 -0.5580 0.3838
H -0.0181 -3.6062 -3.9084
H -1.2384 -3.3770 -1.0561
H -1.6944 2.7843 -1.7370
H -2.0532 1.6845 -0.4078
H -3.9952 0.9522 -1.5790
H -3.6541 2.3376 -2.6413
H -2.8848 0.9661 -4.3217
H -2.8583 -1.3553 -2.3183
H -2.0607 -1.3416 -5.2349
H -3.6559 -1.8845 -4.9928
H -3.0596 -3.7999 -3.6517
H -2.0146 -3.7215 -5.1068
H -1.3857 -1.4045 1.0837
H -1.6235 -0.9120 -0.6496
H -2.2722 0.1110 0.6903
C -0.4754 2.8735 2.4195
Si -0.6049 1.3051 3.4319
C -0.1473 1.8814 5.1533
C -2.3630 0.6745 3.6633
C 0.5272 0.0966 2.5053
Si 2.0871 -0.3247 3.6250
C 2.0491 -0.6239 5.5345
C 2.8806 -1.9188 3.0227
C 3.3437 1.0644 3.6448
H 0.2927 3.5091 2.9199
H -1.4594 3.3863 2.4801
H -0.1855 2.9437 1.3238
H -0.9957 2.4450 5.5484
H 0.0479 1.0586 5.8364
H 0.7101 2.5577 5.1404
H -3.0956 1.0912 2.9625
H -2.4094 -0.4204 3.5914
H -2.7053 0.9519 4.6708
H -0.0135 -0.8891 2.4766
H 1.1165 -1.0506 5.9316
H 2.8838 -1.3362 5.7178
H 2.2817 0.3151 6.0665
H 3.7446 -1.7087 2.3786
H 3.2466 -2.4766 3.9024
H 2.1785 -2.5866 2.5083
H 3.0065 1.9649 3.1014
H 3.5004 1.3829 4.7002
H 4.3054 0.7169 3.2452
```

LUMO energy (alpha / beta), eV: -8.153 / -7.864
Multiplicity: 3
HOMO level (alpha / beta), eV: -14.00 / -13.93
Kohn-Sham gap (alpha / beta), hartree: 0.2147 / 0.2230
Total charge: +2



Molecular formula: C22H50N2O15P4
Method: DFT, ωB97M-V/def2-TZVPD

```
93
C22H50N2O15P4, DFT ωB97M-V/def2-TZVPD
C 3.6620 8.1286 1.1973
C 3.7404 7.3890 2.2932
C 2.6618 6.4545 2.6926
O 1.5249 6.6460 2.4199
O 3.0780 5.3800 3.4472
C 3.0852 4.1359 2.7530
C 3.9624 4.1125 1.5121
C 5.4595 3.9706 1.8132
P 6.2762 3.3640 0.3083
O 5.4574 3.5643 -0.8980
O 7.6721 4.1543 0.2181
C 7.8077 5.0535 -0.8960
C 6.9516 6.3237 -0.7785
O 6.6389 1.8523 0.6345
C 7.0556 1.0570 -0.4926
C 6.4370 -0.3427 -0.3707
O 3.5828 3.1602 3.6829
N 3.5445 3.6374 5.0856
O 2.7142 3.0899 5.6594
P 1.3579 3.5227 2.2849
N 0.9579 3.9360 0.8289
H 2.8237 8.0244 0.5211
H 4.4289 8.8691 1.0147
H 4.5884 7.4625 2.9655
H 3.8123 4.9635 0.8519
H 3.6579 3.2401 0.9295
H 5.6831 3.2418 2.5911
H 5.9586 4.9070 2.0626
H 8.8518 5.3655 -0.9133
H 7.6150 4.5604 -1.8457
H 6.4596 6.4085 0.1890
H 7.5604 7.2164 -0.9270
H 6.2067 6.3270 -1.5731
H 6.7806 1.4961 -1.4491
H 8.1397 0.9385 -0.4658
H 5.9606 -0.6642 -1.2939
H 5.6312 -0.2523 0.3621
H 7.1328 -1.0735 0.0330
H 0.4969 4.1070 3.2340
H 1.4204 2.1280 2.4620
H 0.8010 3.1187 0.2477
C -3.8928 0.6138 0.4480
C -2.8284 -0.4518 0.2772
O -2.5852 -0.7527 -1.0962
P -1.6767 0.2371 -2.0127
O -0.5548 0.6898 -1.1682
O -0.9692 -0.8691 -2.9751
C 0.4503 -1.0118 -3.0264
C 0.9272 -2.0785 -2.0614
O -2.7088 0.5769 -3.1781
C -4.1330 0.6158 -3.0842
C -4.6523 2.0166 -2.8217
H -3.5836 1.5502 -0.0218
H -4.0757 0.8065 1.5054
H -4.8328 0.3036 -0.0110
H -1.9116 -0.1559 0.7903
H -3.1641 -1.3811 0.7409
H 0.9434 -0.0599 -2.8369
H 0.6977 -1.3035 -4.0486
H 0.5344 -1.9113 -1.0582
H 2.0171 -2.0942 -2.0124
H 0.5810 -3.0628 -2.3815
H -4.5162 -0.1006 -2.3607
H -4.4934 0.2808 -4.0580
H -4.1558 2.4672 -1.9618
H -5.7268 1.9987 -2.6383
H -4.4596 2.6624 -3.6784
C -3.3019 -4.6293 -0.3330
C -4.0394 -5.0334 0.9272
O -5.3100 -5.6232 0.6582
P -5.4246 -7.1633 0.1574
O -4.3883 -7.9268 0.8762
O -6.8100 -7.6165 0.8676
C -6.8513 -8.7114 1.7836
C -6.6976 -8.2346 3.2132
O -6.1858 -6.9546 -1.2260
C -6.1440 -5.8020 -2.0679
C -5.1081 -5.9331 -3.1682
H -3.1045 -5.4991 -0.9634
H -2.3486 -4.1604 -0.0871
H -3.8895 -3.9202 -0.9186
H -3.4204 -5.6975 1.5328
H -4.2391 -4.1481 1.5333
H -6.0967 -9.4552 1.5328
H -7.8253 -9.1869 1.6569
H -5.8226 -7.5948 3.3269
H -6.6025 -9.0821 3.8935
H -7.5664 -7.6461 3.5126
H -6.0172 -4.8833 -1.4995
H -7.1351 -5.7408 -2.5197
H -4.1323 -6.2000 -2.7624
H -5.0152 -4.9977 -3.7206
H -5.3914 -6.7199 -3.8678
```

LUMO energy, eV: -0.486
Multiplicity: 1
HOMO level, eV: -8.38
SMILES string: C=CC(=O)O[C@@](CCP(=O)(OCC)OCC)(ON=O)[PH2]=N.CCOP(=O)(OCC)OCC.CCOP(=O)(OCC)OCC
Kohn-Sham gap, hartree: 0.2900



Molecular formula: C22H50P2PtSi2
Method: DFT, ωB97M-V/def2-TZVPD

```
77
C22H50P2PtSi2, DFT ωB97M-V/def2-TZVPD
P 0.5784 -3.4407 -0.3269
P 0.1511 2.8465 0.9516
C 0.1047 0.2984 -0.6274
C 0.0337 1.8005 -0.6439
H 1.1015 -0.0593 -0.3451
H -0.6138 -0.1552 0.0699
H 0.8718 2.1644 -1.2665
H -0.9120 2.1231 -1.1308
C -1.2410 3.9964 0.8438
H -1.6488 4.2572 1.8364
H -2.0359 3.5349 0.2394
H -0.8918 4.9136 0.3480
C 1.6946 3.7950 0.8195
H 1.5252 4.6211 0.1040
H 2.5138 3.1609 0.4297
H 2.0343 4.2500 1.7661
C -0.1404 -4.9531 -1.0680
H 0.0975 -5.8297 -0.4504
H 0.2451 -5.0202 -2.1075
H -1.2268 -4.8277 -1.1986
C 2.3282 -3.9752 -0.4621
H 2.9428 -3.0742 -0.2793
H 2.4896 -4.2362 -1.5379
H 2.5886 -4.7903 0.2520
Pt -0.1756 -0.7522 -2.5345
C 0.1506 0.6305 -3.9621
C -1.2664 0.5588 -3.6446
C -2.2686 -0.2226 -4.5196
C -1.9516 -1.7207 -4.7018
C -0.9663 -2.2581 -3.6614
C 0.4990 -2.1208 -3.8508
C 1.0191 -1.5039 -5.1535
C 0.7402 0.0135 -5.2272
C 0.2019 -3.4364 1.4677
H 0.6351 1.5453 -3.5804
H -1.6363 1.4616 -3.1193
H -2.4094 0.2386 -5.5160
H -3.2427 -0.1451 -4.0232
H -2.8801 -2.3091 -4.6285
H -1.5756 -1.9237 -5.7152
H -1.2866 -3.1777 -3.1189
H 1.0929 -2.9622 -3.4559
H 0.6264 -2.0670 -6.0285
H 2.1074 -1.6649 -5.1861
H 1.6905 0.5094 -5.4077
H 0.1346 0.2252 -6.1075
H 0.7929 -2.6036 1.8966
H 0.3672 -4.3779 2.0233
H -0.8351 -3.0936 1.5892
C -2.6455 2.0812 4.1559
Si -1.7144 1.0989 2.8471
C -1.4886 -0.7139 3.3036
C -2.9034 1.0248 1.3855
C -0.0307 2.0425 2.5617
Si 1.6518 1.3583 3.2348
C 1.3662 0.1196 4.6189
C 2.6814 0.5054 1.9127
C 2.5617 2.8614 3.9243
H -3.5676 1.5431 4.4232
H -2.9337 3.0692 3.7640
H -2.0545 2.2284 5.0706
H -2.4328 -1.2539 3.1300
H -0.7176 -1.1893 2.6702
H -1.2067 -0.8729 4.3611
H -3.4469 1.9715 1.2584
H -2.4453 0.7350 0.4303
H -3.6526 0.2544 1.6458
H -0.1768 2.8844 3.2857
H 1.2393 -0.9016 4.2342
H 2.2470 0.1170 5.2816
H 0.4881 0.3699 5.2300
H 2.6723 0.9911 0.9290
H 3.7313 0.4737 2.2492
H 2.3524 -0.5370 1.7847
H 3.2419 3.3244 3.1790
H 1.8565 3.6445 4.2893
H 3.1731 2.5264 4.7889
```

LUMO energy (alpha / beta), eV: 0.087 / 0.083
Multiplicity: 3
HOMO level (alpha / beta), eV: -3.57 / -6.39
Kohn-Sham gap (alpha / beta), hartree: 0.1343 / 0.2379



Molecular formula: C22H50P2RuSi2
Method: DFT, ωB97M-V/def2-TZVPD

```
77
C22H50P2RuSi2, DFT ωB97M-V/def2-TZVPD
P -6.4218 -1.7612 1.2230
P -4.7174 -3.7217 3.0817
C -7.2859 -3.2248 1.9916
C -6.5751 -3.7340 3.2520
H -7.3096 -4.0194 1.2353
H -8.3280 -2.9556 2.2128
H -6.8254 -3.0880 4.1028
H -6.9093 -4.7495 3.5056
C -4.4470 -5.4929 2.5943
H -3.3762 -5.7177 2.6324
H -4.7829 -5.6514 1.5651
H -4.9798 -6.1878 3.2555
C -4.2743 -3.8524 4.8794
H -4.8050 -4.6734 5.3773
H -4.5198 -2.9128 5.3846
H -3.1964 -4.0156 4.9790
C -7.2222 -1.8157 -0.4508
H -6.9487 -0.9187 -1.0157
H -8.3157 -1.8736 -0.3843
H -6.8533 -2.6859 -1.0030
C -7.4254 -0.3903 1.9721
H -7.1799 -0.2861 3.0333
H -8.5037 -0.5664 1.8700
H -7.1719 0.5533 1.4782
Ru 0.0000 0.0000 0.0000
C -0.5656 -1.0448 1.8840
C -0.5468 -2.0036 0.8763
C -1.7792 -2.5698 0.1901
C -2.1513 -1.8221 -1.1136
C -1.9362 -0.3262 -1.0516
C -2.1991 0.4981 0.0377
C -2.8296 0.0411 1.3428
C -1.7895 -0.3392 2.4246
C 0.5261 1.5252 -1.3087
H 0.3234 -0.9586 2.5058
H 0.3685 -2.5793 0.7607
H -2.6231 -2.5657 0.8853
H -1.5899 -3.6198 -0.0562
H -1.5297 -2.2064 -1.9296
H -3.1940 -2.0462 -1.3860
H -1.7919 0.1555 -2.0169
H -2.2108 1.5698 -0.1464
H -3.5048 -0.7977 1.1522
H -3.4521 0.8531 1.7327
H -1.4456 0.5754 2.9195
H -2.2696 -0.9516 3.2032
H 1.2744 2.1894 -0.8645
H -0.3458 2.1207 -1.6087
H 0.9670 1.0781 -2.2091
C 4.6488 -1.8833 -0.4667
Si 3.2124 -0.7965 -0.9751
C 3.9277 0.6232 -1.9665
C 2.1169 -1.8591 -2.0557
C 2.1836 -0.3033 0.5349
Si 2.9401 1.0360 1.6717
C 3.0739 2.7750 0.9896
C 1.9224 1.1805 3.2293
C 4.6657 0.5473 2.1880
H 5.1749 -2.2353 -1.3776
H 4.2645 -2.7597 0.0940
H 5.3682 -1.3331 0.1637
H 4.4787 0.2076 -2.8348
H 3.1514 1.3130 -2.3390
H 4.6430 1.1850 -1.3335
H 1.7635 -2.7341 -1.4729
H 1.2403 -1.2761 -2.4015
H 2.6948 -2.2112 -2.9344
H 2.1880 -1.2283 1.1424
H 2.0697 3.2162 0.8437
H 3.6035 3.4040 1.7340
H 3.6481 2.7842 0.0437
H 1.8987 0.2047 3.7563
H 2.3820 1.9388 3.8960
H 0.8933 1.5005 2.9687
H 4.6492 -0.4663 2.6383
H 5.3385 0.5718 1.3098
H 5.0409 1.2762 2.9352
```

LUMO energy (alpha / beta), eV: -5.294 / -9.287
Multiplicity: 5
HOMO level (alpha / beta), eV: -13.96 / -14.16
Kohn-Sham gap (alpha / beta), hartree: 0.3183 / 0.1791
Total charge: +2